1.
# C21H54FN7O6P2S

A cluster of 3 separate species, C21H54FN7O6P2S in total in a non-equilibrium geometry (wB97M-V/def2-TZVPD, the OMol25 dataset).

Positions of all 92 atoms, in Å:
C 4.831 -0.459 0.483
C 5.892 0.590 0.692
O 6.669 0.590 1.614
O 5.857 1.560 -0.261
C 7.080 2.289 -0.455
C 6.753 3.612 -1.140
C 6.429 4.731 -0.151
C 5.222 4.515 0.769
C 3.862 4.569 0.048
C 2.996 3.317 0.242
N 2.152 3.035 -0.950
C 2.960 2.493 -2.082
S 0.934 2.019 -0.610
O 0.292 1.661 -1.825
O 0.131 2.525 0.445
F 1.602 0.689 -0.081
H 3.858 0.004 0.327
H 5.088 -1.113 -0.348
H 4.773 -1.045 1.396
H 7.731 1.708 -1.109
H 7.577 2.495 0.491
H 5.927 3.445 -1.834
H 7.624 3.927 -1.717
H 6.246 5.670 -0.683
H 7.323 4.911 0.453
H 5.258 5.335 1.489
H 5.325 3.603 1.362
H 3.296 5.389 0.491
H 3.956 4.821 -1.010
H 2.328 3.499 1.082
H 3.588 2.437 0.508
H 2.681 2.980 -3.013
H 4.010 2.672 -1.874
H 2.831 1.420 -2.214
O -2.681 -2.619 3.389
P -2.979 -1.177 3.516
N -2.291 -0.710 4.993
C -2.751 0.380 5.830
C -0.888 -1.070 5.175
N -4.679 -1.146 3.582
C -5.454 -0.239 4.403
C -5.365 -2.425 3.435
N -2.883 0.295 2.671
C -3.503 0.230 1.327
C -1.502 0.791 2.474
H -2.671 1.372 5.365
H -2.159 0.401 6.746
H -3.779 0.236 6.148
H -0.196 -0.464 4.577
H -0.733 -2.114 4.902
H -0.606 -0.963 6.223
H -5.547 -0.592 5.437
H -6.466 -0.148 3.997
H -5.029 0.764 4.400
H -5.350 -3.019 4.356
H -4.921 -3.017 2.641
H -6.407 -2.238 3.162
H -3.007 -0.499 0.677
H -3.435 1.212 0.858
H -4.554 -0.033 1.401
H -0.852 0.042 2.009
H -1.058 1.102 3.418
H -1.516 1.670 1.837
O 0.003 -2.784 -4.271
P -1.358 -2.544 -3.748
N -1.331 -3.129 -2.156
C -2.475 -3.640 -1.425
C -0.249 -2.624 -1.317
N -2.327 -3.512 -4.757
C -3.494 -4.248 -4.315
C -1.650 -4.217 -5.840
N -2.550 -1.341 -3.588
C -2.877 -0.668 -4.865
C -2.185 -0.285 -2.618
H -3.265 -2.897 -1.245
H -2.144 -4.005 -0.452
H -2.921 -4.495 -1.923
H -0.380 -1.578 -1.009
H 0.699 -2.693 -1.850
H -0.160 -3.229 -0.414
H -3.228 -5.210 -3.859
H -4.142 -4.460 -5.171
H -4.089 -3.668 -3.613
H -1.128 -5.117 -5.495
H -0.928 -3.574 -6.333
H -2.391 -4.513 -6.587
H -2.014 -0.148 -5.294
H -3.666 0.063 -4.687
H -3.245 -1.386 -5.592
H -1.213 0.165 -2.824
H -2.176 -0.682 -1.605
H -2.937 0.504 -2.633

Forces on the atoms, in the same order (eV/Å):
0.0 0.2 0.5
0.0 0.0 0.4
-0.1 0.0 -0.5
0.2 -0.5 0.0
0.0 0.8 -0.4
-0.2 0.0 0.3
-0.1 0.1 0.0
0.2 0.2 0.0
-0.3 0.0 0.4
-0.1 0.3 0.3
0.7 -1.2 0.4
0.1 0.2 -0.3
-1.8 0.9 -0.8
0.4 -0.3 -0.1
0.6 -0.1 0.5
0.2 0.2 0.1
0.1 0.0 -0.3
-0.1 0.1 -0.1
0.1 -0.1 0.0
0.0 -0.2 0.2
0.0 -0.3 0.1
0.1 0.1 -0.1
0.0 -0.1 -0.1
0.1 -0.1 -0.2
0.0 -0.1 0.1
-0.1 -0.1 0.1
0.0 -0.1 -0.1
0.0 0.1 -0.2
0.2 -0.2 0.0
-0.1 -0.1 0.0
0.2 0.0 -0.3
-0.1 0.1 0.0
0.0 0.0 0.0
0.0 0.0 0.1
1.4 0.4 -1.9
-3.0 0.8 3.2
0.3 -0.2 -0.1
0.0 0.4 -0.1
0.1 -0.4 0.0
0.0 -0.4 0.2
-0.1 0.4 -0.3
0.0 -0.1 0.0
1.3 -1.2 -1.6
-0.3 0.1 0.0
0.0 0.2 0.4
0.0 0.0 0.0
0.1 0.0 -0.1
0.0 0.0 -0.1
0.0 0.0 0.1
-0.1 0.0 -0.1
-0.1 0.0 0.0
0.0 0.0 0.0
0.0 -0.1 0.0
0.1 0.0 0.0
0.0 0.0 0.0
0.1 0.0 0.1
0.0 0.1 0.1
0.0 0.1 0.0
0.1 0.0 0.0
0.0 -0.1 0.1
0.0 0.1 -0.1
-0.1 -0.1 0.1
-0.1 0.0 -0.1
0.5 2.3 -0.2
-2.3 -3.8 0.6
0.3 0.2 0.0
-0.3 0.2 0.1
0.4 -0.1 -0.1
0.3 -0.3 0.0
-0.3 0.3 -0.1
0.1 -0.1 0.0
1.6 1.4 -0.7
-0.3 -0.1 -0.1
-0.2 -0.1 0.4
0.0 0.0 0.0
0.1 0.1 0.0
0.0 0.1 -0.1
0.0 0.0 0.1
0.0 0.0 -0.1
-0.1 -0.1 0.0
0.0 0.0 0.0
0.1 0.0 0.0
0.1 0.0 0.1
0.0 0.0 0.0
0.1 0.0 0.1
-0.1 0.0 0.1
0.0 0.1 0.0
0.0 0.0 0.1
0.1 -0.1 0.0
0.0 0.1 0.0
0.0 -0.1 0.0
0.0 0.0 -0.1

Values from the calculation:
Charge: 0
Relative energy (zero: lowest compared OMol25 entry of this formula, charge and spin) (kJ/mol): 0.00
Maximum force (eV/A): 4.462
E_LUMO (eV): 0.50
DFT total energy (eV): -77500.18729
SMILES: CC(=O)OCCCCCCN(C)S(=O)(=O)F.CN(C)P(=O)(N(C)C)N(C)C.CN(C)P(=O)(N(C)C)N(C)C

Results of the Löwdin charge analysis, in e, for atoms 1 through 2: 0.035, -0.523

***

2.
# C14H15O6PS2W

A structure of composition C14H15O6PS2W (wB97M-V/def2-TZVPD, the OMol25 dataset).

Positions of all 39 atoms, in Å:
W 0.629 0.500 0.487
O -0.526 -2.513 2.541
C -0.262 -1.842 1.614
O -0.682 -0.522 1.447
C 0.691 -2.246 0.465
O 1.264 -3.270 0.397
O 0.848 -1.185 -0.417
C -3.251 4.553 -2.627
C -1.931 4.788 -1.952
O -1.222 3.488 -1.902
P -0.099 3.121 -0.906
S 0.917 1.542 -1.641
S -0.793 2.391 0.847
O 0.741 4.419 -0.736
C 1.928 4.536 0.126
C 3.149 4.700 -0.737
H -3.792 5.498 -2.681
H -3.858 3.844 -2.067
H -3.109 4.182 -3.641
H -2.039 5.154 -0.932
H -1.279 5.459 -2.507
H 1.985 3.650 0.760
H 1.728 5.402 0.752
H 3.335 3.805 -1.332
H 4.016 4.868 -0.097
H 3.045 5.555 -1.402
C 2.231 0.853 1.553
C 3.229 0.947 2.259
C 4.379 1.038 3.074
C 5.586 0.495 2.614
C 6.706 0.562 3.420
C 6.623 1.162 4.671
C 5.426 1.703 5.128
C 4.297 1.644 4.335
H 5.629 0.025 1.641
H 7.642 0.143 3.079
H 7.502 1.207 5.299
H 5.378 2.163 6.105
H 3.356 2.052 4.679

Forces on the atoms, in the same order (eV/Å):
-0.4 0.6 -0.5
-0.2 -0.1 0.0
-0.3 0.5 0.0
0.5 -0.6 0.2
0.1 0.3 -0.4
0.0 -0.1 -0.1
0.1 -0.3 0.7
-0.1 0.0 0.0
0.1 -0.1 0.1
0.0 0.1 -0.1
-0.2 0.1 -0.3
0.3 -0.3 -0.2
-0.2 -0.1 0.5
0.1 0.1 0.0
-0.1 -0.1 0.0
0.1 0.0 0.0
0.0 0.0 0.0
0.0 0.0 0.0
0.0 0.0 0.0
0.0 0.0 0.0
0.0 0.0 0.0
0.0 0.0 0.0
0.0 0.0 0.0
0.0 0.0 0.0
0.0 0.0 0.0
0.0 0.0 0.0
0.1 0.0 0.1
0.1 0.0 0.1
-0.1 0.0 -0.1
0.1 0.0 0.0
0.0 0.0 0.0
0.0 0.0 0.0
0.0 0.0 0.0
0.0 0.0 0.1
0.0 0.0 0.0
0.0 0.0 0.0
0.0 0.0 0.0
0.0 0.0 0.0
0.0 0.0 0.0

Values from the calculation:
Charge: +1
Maximum force (eV/A): 0.876
E_LUMO (alpha / beta) (eV): -5.39 / -5.23
DFT total energy (eV): -59826.64081
Spin multiplicity: 2

Results of the Löwdin charge analysis, in e, for atoms 1 through 2: 1.222, 0.230

***

3.
# C4H10N2OS

The ion C4H10N2OS with charge +1 in a non-equilibrium geometry (wB97M-V/def2-TZVPD, the OMol25 dataset).

Positions of all 18 atoms, in Å:
O -2.382 1.173 -0.772
C -1.451 1.284 -1.554
N -0.281 0.613 -1.515
C 0.406 0.023 -0.338
C -0.233 -1.389 -0.227
S 0.224 -2.595 0.985
C 0.179 0.761 1.005
N 1.173 0.324 1.916
H -1.890 1.525 -2.562
H 0.419 0.700 -2.236
H 1.454 0.000 -0.676
H -1.265 -1.066 -0.024
H -0.323 -1.938 -1.188
H 1.552 -2.474 0.820
H 0.266 1.807 0.633
H -0.850 0.643 1.330
H 0.913 0.421 2.885
H 2.087 0.189 1.517

Forces on the atoms, in the same order (eV/Å):
1.4 0.4 1.6
-3.8 -1.8 -2.0
2.3 0.3 1.1
-1.1 -1.0 -1.0
-1.2 0.2 -0.6
0.5 1.0 0.6
0.5 0.3 -2.0
-1.8 -0.1 -0.7
1.8 0.8 0.1
-0.7 0.5 -0.6
-0.1 0.0 0.7
-0.1 -0.8 0.2
0.5 0.6 0.2
0.0 -0.3 -0.1
0.3 0.0 0.8
0.0 -0.1 0.4
0.9 -0.3 0.3
0.4 0.1 0.8

Values from the calculation:
Charge: +1
Relative energy (zero: lowest compared OMol25 entry of this formula, charge and spin) (kJ/mol): 114.17
Maximum force (eV/A): 4.612
E_LUMO (alpha / beta) (eV): -3.24 / -8.11
DFT total energy (eV): -20163.65013
Spin multiplicity: 2

Results of the Löwdin charge analysis, in e, for atoms 1 through 2: 0.032, -0.331

***

4.
# C5H15NO

A cluster of 2 separate species, C5H15NO in total in a non-equilibrium geometry (wB97M-V/def2-TZVPD, the OMol25 dataset).

Positions of all 22 atoms, in Å:
C -0.523 -1.222 -0.476
N 0.664 -0.667 -1.182
C 1.727 -0.492 -0.231
C 1.469 0.529 0.871
C 1.104 -1.554 -2.222
C -1.589 -0.190 -0.132
H -0.217 -1.882 0.354
H -0.965 -2.015 -1.089
H 2.681 -0.184 -0.688
H 2.111 -1.446 0.180
H 0.683 1.231 0.600
H 1.052 0.048 1.772
H 2.372 0.945 1.309
H 0.348 -1.911 -2.936
H 1.660 -2.466 -1.961
H 1.630 -0.977 -3.003
H -1.563 0.105 0.906
H -1.578 0.667 -0.803
H -2.556 -0.574 -0.466
H -2.848 4.749 3.329
H -3.184 3.451 2.660
O -2.479 3.853 3.209

Forces on the atoms, in the same order (eV/Å):
0.0 -0.7 -0.6
-0.7 -1.1 0.6
2.2 0.5 0.4
-1.1 -1.0 1.3
0.1 0.2 -2.4
-0.4 -0.4 -0.8
0.1 0.7 0.5
0.0 0.5 -0.6
-0.5 0.3 -0.8
-0.7 -0.3 0.3
0.5 0.5 -0.2
-0.2 -0.2 -0.3
0.1 0.5 -0.6
-0.8 0.0 0.9
0.2 0.2 0.4
0.9 -0.1 0.7
-0.3 0.3 0.1
0.8 0.3 0.2
-0.2 -0.3 0.9
0.2 0.0 0.1
0.2 -0.2 -0.1
-0.3 0.2 -0.1

Values from the calculation:
Charge: -1
Relative energy (zero: lowest compared OMol25 entry of this formula, charge and spin) (kJ/mol): 154.38
Maximum force (eV/A): 2.439
E_LUMO (alpha / beta) (eV): 3.16 / 3.07
DFT total energy (eV): -8963.27751
Spin multiplicity: 2

Results of the Löwdin charge analysis, in e, for atoms 1 through 2: -0.266, -0.213